No. 1
Entry from the Open Molecules 2025 dataset: C38H40ClInO22P as an isolated structure in a non-equilibrium geometry (ωB97M-V with the def2-TZVPD basis set).

CARTESIAN COORDINATES (ANGSTROEM)
In 2.27 6.54 2.16
Cl 3.84 9.50 3.86
P 2.74 7.71 4.36
O -1.20 -1.55 -0.70
O -12.63 -0.41 -0.38
O -2.54 1.94 0.08
O 3.89 6.78 5.29
O -7.16 0.26 0.71
O 1.46 -4.32 4.75
O 3.56 -1.21 -2.96
O 6.08 -3.72 -6.08
O 4.19 -2.86 -0.86
O 0.09 -6.66 -1.39
O -10.65 -1.50 -1.95
O -4.06 -0.83 -4.19
O -6.04 0.26 -2.62
O -1.92 -6.10 0.39
O 6.63 -5.42 -3.99
O -9.13 1.27 2.32
O 0.75 -2.12 -2.55
O 2.17 0.83 0.27
O 6.39 -1.63 5.08
O 4.51 -1.07 3.15
O 3.30 -4.81 6.73
O -0.57 0.93 -1.53
C 2.96 1.23 1.47
C -4.34 1.13 -1.23
C -2.27 0.03 -2.90
C -0.92 -2.74 -0.86
C -10.28 -0.85 -0.97
C -8.86 -0.64 -0.66
C -1.90 0.73 -1.83
C -9.50 0.65 1.33
C 0.47 -4.41 -2.02
C 4.81 -2.42 -4.56
C 4.29 -2.16 -3.21
C 2.97 0.95 -0.96
C 4.89 -3.24 5.95
C -10.92 0.46 1.01
C 5.93 -4.44 -3.73
C -4.70 0.44 -2.31
C 1.79 3.20 -1.79
C 2.66 -3.62 4.80
C 4.66 -3.11 -2.13
C -0.20 -5.48 -1.26
C 1.48 4.17 -0.47
C 2.95 -2.68 3.89
C -3.69 -0.18 -3.22
C -0.55 5.72 0.62
C -8.49 0.06 0.41
C 4.22 -1.95 3.96
C -2.91 1.32 -0.91
C 0.13 -3.13 -1.84
C -1.27 -5.09 -0.30
C 0.25 5.52 2.03
C 5.58 -3.48 -4.81
C 5.18 -2.30 5.04
C -1.61 -3.81 -0.12
C 3.27 2.50 -1.43
C -11.29 -0.24 -0.07
C 3.60 -3.95 5.90
C 5.43 -4.18 -2.38
C 0.27 5.25 -0.72
H -0.48 4.75 -1.49
H 2.47 0.73 2.43
H 3.66 -2.04 -0.94
H 2.93 2.39 1.62
H 0.74 6.18 -1.30
H 5.71 -4.88 -1.60
H 3.98 0.31 -0.92
H 1.49 -4.93 5.51
H 1.89 3.91 -2.72
H -0.56 1.47 -0.71
H 6.61 -4.54 -6.00
H 2.40 7.71 0.81
H 4.10 0.93 1.33
H 4.00 2.52 -2.34
H -2.38 -3.51 0.58
H 1.23 -4.71 -2.72
H -0.48 5.86 2.91
H 0.34 -1.29 -2.24
H 3.82 3.07 -0.55
H -8.13 -1.08 -1.34
H 2.33 0.46 -1.83
H -5.06 1.58 -0.56
H -11.65 0.91 1.68
H 3.52 5.22 1.89
H 4.81 7.22 5.18
H -0.79 6.88 0.50
H 5.57 -3.50 6.74
H -7.15 0.79 1.53
H -1.61 5.18 0.58
H 0.41 4.35 2.20
H 1.32 3.45 0.44
H 0.97 2.37 -1.93
H 2.47 4.83 -0.34
H -1.55 -0.40 -3.58
H -6.04 -0.28 -3.44
H -1.50 -6.93 0.09
H 4.55 -1.71 -5.34
H 6.36 -1.00 4.32
H 2.27 -2.43 3.09
H -12.63 -0.95 -1.20

The spin multiplicity is 1. Its orbital gap is 3.3 eV. The total charge is -1.

---

No. 2
Entry from the Open Molecules 2025 dataset: an isolated molecule of C2H4ClFS in a non-equilibrium geometry (ωB97M-V with the def2-TZVPD basis set).

CARTESIAN COORDINATES (ANGSTROEM)
Cl 0.56 -1.13 -1.89
S -0.71 1.27 1.71
F 0.82 -0.98 0.60
C 0.36 -0.16 -0.23
C -1.03 0.66 0.01
H -1.28 1.43 -0.86
H -1.79 -0.01 -0.23
H 1.17 0.73 -0.13
H 0.28 2.53 1.87

The SMILES is F[C@@H](Cl)CS. The spin multiplicity is 1. Its orbital gap is 9.7 eV. For the energy above the lowest of the compared OMol25 structures with the same formula, charge and spin, the calculation gives 262.94 kJ/mol.

---

No. 3
Entry from the Open Molecules 2025 dataset: an isolated molecule of C20H14ClNO5 (ωB97M-V with the def2-TZVPD basis set).

CARTESIAN COORDINATES (ANGSTROEM)
Cl 0.95 0.10 2.14
O 0.33 -2.91 -3.41
O 2.44 0.74 -0.09
O -2.56 -0.43 2.58
O -1.24 -1.90 3.54
O -1.73 0.92 -0.49
N -1.40 2.04 1.43
C 2.05 -0.21 -0.75
C -1.49 3.77 3.24
C -1.56 -1.33 2.54
C -3.03 0.22 1.41
C -0.91 -1.55 1.20
C 2.82 -1.80 -4.09
C 2.16 -1.51 -2.90
C 4.58 -0.29 -3.51
C 0.29 -1.91 -1.27
C -1.68 2.36 2.79
C -2.88 3.22 3.11
C 0.27 -0.89 0.90
C 4.03 -1.20 -4.39
C -1.98 1.09 0.69
C 0.87 -2.17 -2.61
C 2.72 -0.59 -2.01
C 3.93 0.02 -2.33
C -1.48 -2.42 0.28
C -0.87 -2.60 -0.94
C 0.87 -1.02 -0.36
H -1.29 -3.28 -1.68
H 4.35 0.73 -1.63
H -3.44 3.00 4.00
H 2.36 -2.51 -4.77
H -1.10 3.95 4.23
H -3.41 -0.50 0.69
H -2.39 -2.94 0.53
H -3.48 3.56 2.28
H -0.70 2.60 0.95
H 5.53 0.18 -3.74
H 4.53 -1.44 -5.32
H -3.84 0.86 1.76
H -1.43 1.57 3.49
H -1.17 4.49 2.50

The SMILES is O=C(COC(=O)c1ccc2c(c1Cl)C(=O)c1ccccc1C2=O)NC1CC1. The spin multiplicity is 1. Its orbital gap is 8.2 eV. For the energy above the lowest of the compared OMol25 structures with the same formula, charge and spin, the calculation gives 0.00 kJ/mol.

---

No. 4
Entry from the Open Molecules 2025 dataset: C22H21CdClNOPS3 as an isolated structure (ωB97M-V with the def2-TZVPD basis set).

CARTESIAN COORDINATES (ANGSTROEM)
Cd 2.50 0.61 0.81
Cl 1.54 0.79 -2.61
S 3.01 0.09 3.18
S 5.73 -1.10 3.42
S 4.82 -0.08 0.79
P 0.48 -0.84 -0.01
O 1.30 2.54 0.44
N -0.06 4.22 -0.19
C 4.54 -0.46 2.50
C 1.42 -2.85 1.58
C -0.99 -2.73 1.49
C 0.54 3.06 -0.38
C 0.94 -0.84 -2.78
C -1.03 4.72 -1.16
C -0.09 -3.37 -3.18
C 0.45 -1.54 -1.69
C -3.28 1.77 0.36
C 0.09 -4.42 2.82
C 0.42 -2.65 -4.26
C 0.26 -2.25 1.10
C -1.07 -3.82 2.35
C -0.07 -2.82 -1.91
C -1.90 0.34 -0.99
C -3.01 1.17 -0.86
C -1.06 0.12 0.10
C -2.45 1.55 1.45
C 0.93 -1.38 -4.06
C 0.17 4.92 1.07
C 1.33 -3.94 2.43
C -1.34 0.74 1.32
H -0.24 5.92 1.01
H 0.41 -3.07 -5.25
H -4.15 2.41 0.46
H -1.36 5.71 -0.85
H -0.30 4.39 1.90
H -1.69 -0.13 -1.94
H -0.57 4.81 -2.15
H -3.66 1.33 -1.71
H 2.24 -4.40 2.82
H -1.90 4.07 -1.22
H 0.29 2.57 -1.34
H -2.67 2.02 2.40
H 0.02 -5.26 3.49
H 1.24 4.97 1.27
H 2.40 -2.45 1.32
H -0.68 0.58 2.17
H -1.89 -2.25 1.13
H -0.44 -3.39 -1.08
H 1.32 -0.80 -4.88
H -2.04 -4.19 2.66
H -0.49 -4.37 -3.33

The spin multiplicity is 1. Its orbital gap is 6.6 eV. For the energy above the lowest of the compared OMol25 structures with the same formula, charge and spin, the calculation gives 34.34 kJ/mol.

---

No. 5
Entry from the Open Molecules 2025 dataset: a 2-piece molecular cluster, C22H37F3N5O9PS2 overall in a non-equilibrium geometry (ωB97M-V with the def2-TZVPD basis set).

CARTESIAN COORDINATES (ANGSTROEM)
S 5.58 3.20 -3.00
S 0.55 3.19 0.05
P -3.67 -4.51 4.09
F -1.83 3.37 2.79
F -2.19 1.00 3.39
F -3.65 2.13 1.87
O 2.82 -1.88 -0.51
O -3.86 -3.38 2.90
O -0.02 0.16 -3.76
O 3.55 5.22 -3.18
O -1.48 1.59 1.08
O -4.98 -5.25 3.74
O -2.74 -5.60 3.25
O 1.93 -1.45 1.67
O -2.20 -3.68 4.48
N 0.24 0.80 -1.03
N 2.77 0.78 -1.21
N 3.91 6.11 -5.46
N 4.92 5.13 -5.32
N 1.25 0.29 -3.27
C -4.50 -1.39 4.13
C -1.07 -2.78 2.48
C -1.01 -3.69 3.70
C -1.20 1.28 -5.80
C -0.19 0.94 1.42
C -2.90 -6.98 3.54
C -1.60 2.81 -6.28
C 3.05 6.19 -4.19
C 5.11 3.15 2.17
C 3.48 1.18 1.40
C -2.21 2.01 2.29
C 4.66 4.60 -3.93
C -4.87 -2.40 3.06
C 1.42 0.62 -1.95
C 0.88 1.36 0.25
C -3.54 -7.67 2.36
C 2.40 0.76 0.25
C 4.32 1.78 -3.08
C 2.34 -0.89 0.51
C 3.25 2.06 -1.84
C 3.73 2.76 1.65
C -0.20 1.45 -4.51
H 6.02 2.91 1.48
H 2.15 6.93 -4.12
H -5.24 -0.60 4.19
H -1.91 -7.40 3.73
H -0.55 2.26 -3.72
H -4.42 -1.87 5.11
H -5.83 -2.88 3.30
H -3.70 -8.74 2.56
H -0.08 -2.65 2.06
H -2.14 0.66 -5.48
H -3.52 -0.95 3.91
H -0.70 -4.70 3.43
H -4.50 -7.22 2.10
H -0.41 -0.23 1.42
H -0.10 3.49 -1.16
H -4.99 -1.89 2.10
H -2.34 2.74 -7.21
H 0.18 1.33 2.47
H 3.21 0.69 2.46
H -3.49 -7.13 4.45
H -0.56 1.38 -1.42
H 3.77 2.82 -1.13
H 4.52 0.66 1.10
H -0.57 0.69 -6.63
H 3.73 1.95 -4.10
H 2.97 3.64 1.54
H 2.11 0.14 -3.87
H 0.87 1.71 -4.95
H -1.47 -1.80 2.75
H -2.16 3.31 -5.37
H 5.27 3.70 3.20
H -0.23 -3.31 4.36
H -0.64 3.43 -6.61
H 2.30 2.62 -2.29
H -1.71 -3.20 1.71
H -2.91 -7.58 1.47
H 4.82 0.72 -3.04

The spin multiplicity is 1. Its orbital gap is 6.0 eV. For the energy above the lowest of the compared OMol25 structures with the same formula, charge and spin, the calculation gives 1665.82 kJ/mol.

---

No. 6
Entry from the Open Molecules 2025 dataset: C43H43IrN3O4P3Se2 as an isolated structure (ωB97M-V with the def2-TZVPD basis set).

CARTESIAN COORDINATES (ANGSTROEM)
Ir -0.94 -0.64 0.48
Se -0.02 -1.72 -1.61
Se -4.66 -0.50 1.49
P -1.39 -1.28 2.78
P -1.55 -3.06 0.27
P -3.24 0.03 -0.02
O 1.92 1.23 1.62
O 1.25 -3.17 0.91
O -0.41 2.93 2.36
O -1.07 0.89 1.80
N -0.26 1.18 -0.66
N 1.16 -0.87 1.02
N 3.15 -1.89 0.79
C -5.27 0.15 -1.85
C -3.44 -1.18 -2.65
C 4.12 0.06 3.38
C 5.06 0.11 4.40
C -2.86 3.84 -1.51
C 0.84 1.62 -4.68
C 4.67 1.50 -2.67
C 2.10 0.09 1.26
C -3.01 4.63 -0.38
C -0.18 0.72 -4.31
C 4.50 -0.33 2.10
C -3.99 -0.40 -1.64
C 4.15 0.22 -2.73
C 3.95 0.18 -0.33
C 4.81 2.14 -1.44
C 4.45 1.48 -0.28
C -1.53 -3.81 1.94
C 0.18 -1.49 3.64
C -0.56 0.59 -3.00
C 0.08 1.35 -1.99
C -0.76 -4.41 -0.69
C -2.21 -2.88 2.91
C 3.79 -0.44 -1.56
C 5.83 -0.66 1.86
C -3.26 -3.33 -0.23
C -5.94 -0.06 -3.03
C -3.19 1.85 -0.18
C -5.37 -0.84 -4.04
C -3.28 4.03 0.85
C 6.38 -0.23 4.16
C 1.82 -2.08 0.89
C 0.98 2.35 -2.38
C 3.50 -0.49 0.97
C 1.39 3.31 -1.42
C -2.96 2.46 -1.41
C -3.37 2.65 0.95
C 1.38 2.44 -3.73
C 6.77 -0.61 2.88
C -4.12 -1.39 -3.84
C 0.06 2.16 0.16
C 0.85 3.27 -0.18
C -2.26 -0.14 3.88
C -0.46 2.05 1.56
H 1.14 1.70 -5.71
H -0.49 -4.01 2.20
H -1.12 -4.38 -1.72
H 5.22 3.14 -1.39
H 4.97 2.01 -3.58
H -5.73 0.74 -1.06
H -3.67 -2.01 -4.61
H -2.13 -3.22 3.95
H 3.10 0.35 3.59
H 0.73 -0.56 3.61
H -5.90 -1.01 -4.96
H -1.54 0.59 4.25
H -2.47 -1.64 -2.51
H -2.69 4.30 -2.48
H -6.92 0.37 -3.17
H -3.27 -2.72 2.67
H 6.14 -0.94 0.86
H 7.11 -0.19 4.95
H -3.09 0.35 3.39
H 4.56 1.98 0.68
H -2.06 -4.76 1.85
H 4.76 0.42 5.39
H -2.64 -0.76 4.70
H -1.44 0.02 -2.75
H 3.39 -1.44 -1.61
H -3.41 4.64 1.73
H 1.05 3.99 0.60
H 2.08 4.09 -1.71
H 4.04 -0.28 -3.68
H 3.81 -2.65 0.88
H -0.08 -1.72 4.68
H -2.94 5.70 -0.45
H 0.78 -2.30 3.23
H 0.32 -4.38 -0.65
H -3.38 -3.21 -1.31
H -3.47 -4.37 0.02
H -3.96 -2.68 0.28
H -0.70 0.15 -5.07
H -2.86 1.86 -2.31
H -1.12 -5.32 -0.22
H 2.10 3.20 -4.00
H 7.80 -0.87 2.68
H -3.59 2.19 1.90

Its expectation value of S² is 0.759. The spin multiplicity is 2. Its orbital gap (spin up / spin down) is 6.4 / 5.5 eV. For the energy above the lowest of the compared OMol25 structures with the same formula, charge and spin, the calculation gives 284.01 kJ/mol. The total charge is +1.

---

Question: Among the records above, which one has the highest spin multiplicity?
Answer: C43H43IrN3O4P3Se2

---

Question: What is the spin multiplicity in the sixth record?
Answer: 2

---

Copy entry 4 word for word.
Entry from the Open Molecules 2025 dataset: C22H21CdClNOPS3 as an isolated structure (ωB97M-V with the def2-TZVPD basis set).

CARTESIAN COORDINATES (ANGSTROEM)
Cd 2.50 0.61 0.81
Cl 1.54 0.79 -2.61
S 3.01 0.09 3.18
S 5.73 -1.10 3.42
S 4.82 -0.08 0.79
P 0.48 -0.84 -0.01
O 1.30 2.54 0.44
N -0.06 4.22 -0.19
C 4.54 -0.46 2.50
C 1.42 -2.85 1.58
C -0.99 -2.73 1.49
C 0.54 3.06 -0.38
C 0.94 -0.84 -2.78
C -1.03 4.72 -1.16
C -0.09 -3.37 -3.18
C 0.45 -1.54 -1.69
C -3.28 1.77 0.36
C 0.09 -4.42 2.82
C 0.42 -2.65 -4.26
C 0.26 -2.25 1.10
C -1.07 -3.82 2.35
C -0.07 -2.82 -1.91
C -1.90 0.34 -0.99
C -3.01 1.17 -0.86
C -1.06 0.12 0.10
C -2.45 1.55 1.45
C 0.93 -1.38 -4.06
C 0.17 4.92 1.07
C 1.33 -3.94 2.43
C -1.34 0.74 1.32
H -0.24 5.92 1.01
H 0.41 -3.07 -5.25
H -4.15 2.41 0.46
H -1.36 5.71 -0.85
H -0.30 4.39 1.90
H -1.69 -0.13 -1.94
H -0.57 4.81 -2.15
H -3.66 1.33 -1.71
H 2.24 -4.40 2.82
H -1.90 4.07 -1.22
H 0.29 2.57 -1.34
H -2.67 2.02 2.40
H 0.02 -5.26 3.49
H 1.24 4.97 1.27
H 2.40 -2.45 1.32
H -0.68 0.58 2.17
H -1.89 -2.25 1.13
H -0.44 -3.39 -1.08
H 1.32 -0.80 -4.88
H -2.04 -4.19 2.66
H -0.49 -4.37 -3.33

The spin multiplicity is 1. Its orbital gap is 6.6 eV. For the energy above the lowest of the compared OMol25 structures with the same formula, charge and spin, the calculation gives 34.34 kJ/mol.

---

Question: Among the records above, which one has the highest spin multiplicity?
Answer: C43H43IrN3O4P3Se2